The following is a DFT calculation (ωB97M-V with the def2-TZVPD basis set) of a structure of composition C25H32FHoO2 in a non-equilibrium geometry.

The geometry in ORCA input format:
```
! RIJCOSX wB97M-V def2-TZVPD def2/J DEFGRID3
* xyz 0 5
O -3.241 0.085 -3.520
C -4.681 -0.426 -3.719
C -4.836 -0.185 -5.188
H -5.397 0.186 -3.173
H -4.651 -1.472 -3.433
C -3.509 0.488 -5.011
H -5.789 0.337 -5.401
H -4.787 -1.069 -5.839
C -3.670 1.976 -5.187
H -4.623 2.232 -4.696
H -3.755 2.138 -6.285
H -2.805 2.515 -4.826
C -2.421 -0.117 -5.897
H -2.496 -1.198 -5.898
H -1.386 0.156 -5.568
H -2.544 0.215 -6.940
Ho -1.617 0.256 -1.946
C 1.129 -0.469 -0.644
C 0.342 -1.529 -0.093
C -0.001 -2.419 -1.169
H 0.203 -1.647 0.982
C 0.650 -1.887 -2.341
C 1.351 -0.669 -2.006
H 2.074 -0.163 -2.646
H 1.675 0.236 -0.013
H -0.440 -3.440 -1.149
H 0.788 -2.478 -3.280
C -0.210 2.373 -1.128
C 0.178 2.114 -2.490
C -0.995 2.135 -3.296
H 1.220 1.987 -2.821
C -2.106 2.497 -2.464
C -1.612 2.603 -1.114
H -2.191 2.823 -0.222
H 0.459 2.497 -0.267
H -1.018 1.936 -4.377
H -3.159 2.477 -2.719
O -3.233 -2.652 -1.102
C -3.109 -3.619 -2.180
C -3.627 -4.951 -1.706
H -2.007 -3.723 -2.358
H -3.573 -3.222 -3.089
C -3.748 -4.766 -0.164
H -2.925 -5.728 -2.040
H -4.595 -5.189 -2.180
C -3.890 -3.240 0.072
H -2.853 -5.113 0.391
H -4.571 -5.428 0.106
H -3.476 -2.730 0.967
H -4.950 -2.967 -0.015
F -1.684 0.153 5.137
C -1.647 0.289 3.770
C -2.856 0.372 3.041
C -2.742 0.529 1.635
C -1.537 0.725 1.032
C -0.394 0.840 1.804
C -0.410 0.558 3.212
H -3.803 0.375 3.561
H -3.676 0.484 1.065
H 0.567 1.118 1.389
H 0.517 0.592 3.807
*
```

## Properties
Kohn-Sham gap (spin up / spin down), eV: 6.3 / 6.3
Max |F|, eV Å⁻¹: 5.80
E_tot, eV: -59048.529
Highest occupied orbital energy (spin up / spin down), eV: -6.3342 / -6.3684
M, g/mol: 548.5
LUMO (spin up / spin down), eV: -0.07 / -0.07

Charges in e, computed with Mulliken, in the same order as the atoms:
1 O 0.038
2 C -0.256
3 C -0.889
4 H 0.331
5 H -0.048
6 C 1.653
7 H 0.308
8 H 0.360
9 C -1.787
10 H 0.447
11 H 0.439
12 H 0.366
13 C -1.657
14 H 0.441
15 H 0.222
16 H 0.434
17 Ho 0.718
18 C -0.150
19 C -0.662
20 C -0.584
21 H 0.450
22 C -0.590
23 C -1.044
24 H 0.496
25 H 0.617
26 H 0.673
27 H 0.381
28 C -0.216
29 C -1.123
30 C -0.365
31 H 0.518
32 C -0.450
33 C -0.900
34 H 0.601
35 H 0.632
36 H 0.508
37 H 0.634
38 O -0.083
39 C -0.131
40 C -0.695
41 H 0.083
42 H 0.161
43 C -0.610
44 H 0.282
45 H 0.341
46 C -0.496
47 H 0.276
48 H 0.373
49 H 0.310
50 H 0.239
51 F -0.344
52 C 0.298
53 C -0.745
54 C -0.123
55 C 0.314
56 C -0.499
57 C -0.662
58 H 0.409
59 H 0.283
60 H 0.090
61 H 0.382

---

The following is a DFT calculation (ωB97M-V with the def2-TZVPD basis set) of the molecule C25H32N2O3S.

The geometry in ORCA input format:
```
! RIJCOSX wB97M-V def2-TZVPD def2/J DEFGRID3
* xyz 0 1
C 2.365 8.670 1.901
C 1.879 7.323 2.343
C 0.822 7.215 3.242
C 0.361 5.982 3.648
C 0.951 4.817 3.162
S 0.277 3.295 3.760
C 1.238 2.024 2.866
C 0.714 0.632 3.198
C 0.986 0.273 4.655
C 1.387 -0.396 2.273
N 1.048 -0.209 0.877
C -0.229 -0.714 0.425
C -0.095 -1.947 -0.474
C 0.206 -1.584 -1.933
N 0.200 -2.776 -2.755
C -0.875 -3.145 -3.488
O -1.884 -2.500 -3.614
O -0.640 -4.339 -4.084
C -1.730 -4.856 -4.845
C -2.851 -5.347 -3.967
C -2.561 -6.060 -2.810
C -3.581 -6.509 -1.990
C -4.901 -6.256 -2.324
C -5.195 -5.548 -3.477
C -4.175 -5.091 -4.293
C 1.535 -0.852 -2.108
C 1.578 0.507 -1.403
C 1.950 0.389 0.063
O 3.017 0.804 0.480
C 2.006 4.909 2.268
C 2.457 6.156 1.868
H 1.609 9.161 1.287
H 2.558 9.308 2.762
H 3.278 8.583 1.318
H 0.357 8.111 3.627
H -0.459 5.902 4.346
H 1.129 2.227 1.801
H 2.286 2.114 3.153
H -0.368 0.619 3.024
H 0.572 -0.704 4.894
H 0.532 1.011 5.312
H 2.057 0.252 4.846
H 1.097 -1.407 2.575
H 2.472 -0.297 2.357
H -0.801 -0.981 1.315
H -0.787 0.065 -0.103
H -1.033 -2.504 -0.455
H 0.695 -2.592 -0.083
H -0.613 -0.964 -2.316
H 0.963 -3.428 -2.674
H -2.098 -4.082 -5.527
H -1.297 -5.679 -5.422
H -1.530 -6.254 -2.553
H -3.345 -7.059 -1.091
H -5.697 -6.607 -1.685
H -6.223 -5.344 -3.738
H -4.406 -4.528 -5.185
H 1.693 -0.699 -3.178
H 2.352 -1.476 -1.737
H 0.624 1.024 -1.520
H 2.356 1.121 -1.860
H 2.489 4.029 1.874
H 3.281 6.211 1.170
*
```

## Properties
Kohn-Sham gap, eV: 8.4
Max |F|, eV Å⁻¹: 0.55
E_tot, eV: -46404.302
SMILES string: Cc1ccc(SC[C@H](C)CN2CC[C@H](NC(=O)OCc3ccccc3)CCC2=O)cc1
Highest occupied orbital energy, eV: -7.7522
M, g/mol: 440.6
LUMO, eV: 0.62

Charges in e, computed with Mulliken, in the same order as the atoms:
1 C -1.377
2 C 0.732
3 C -0.593
4 C -0.717
5 C 1.115
6 S -0.315
7 C -0.911
8 C 0.708
9 C -1.685
10 C -1.695
11 N 0.523
12 C -1.127
13 C -0.935
14 C 0.066
15 N -0.194
16 C 0.685
17 O -0.652
18 O -0.443
19 C -0.850
20 C 0.743
21 C -0.209
22 C -0.586
23 C -0.402
24 C -0.549
25 C -0.489
26 C -0.666
27 C -1.049
28 C 0.817
29 O -0.665
30 C -0.590
31 C -0.911
32 H 0.299
33 H 0.343
34 H 0.350
35 H 0.368
36 H 0.385
37 H 0.405
38 H 0.541
39 H 0.425
40 H 0.456
41 H 0.415
42 H 0.364
43 H 0.398
44 H 0.535
45 H 0.511
46 H 0.415
47 H 0.429
48 H 0.271
49 H 0.257
50 H 0.299
51 H 0.390
52 H 0.319
53 H 0.395
54 H 0.384
55 H 0.374
56 H 0.374
57 H 0.327
58 H 0.350
59 H 0.370
60 H 0.433
61 H 0.351
62 H 0.391
63 H 0.295

---

The following is a DFT calculation (ωB97M-V with the def2-TZVPD basis set) of the molecule C25H32N2O4S.

The geometry in ORCA input format:
```
! RIJCOSX wB97M-V def2-TZVPD def2/J DEFGRID3
* xyz 0 1
C 4.095 2.889 -0.858
O 4.788 1.804 -0.293
C 4.069 0.771 0.227
C 4.813 -0.297 0.734
C 4.172 -1.389 1.278
C 2.788 -1.442 1.332
C 2.044 -0.382 0.843
C 0.528 -0.409 0.851
C 0.147 -0.881 -0.568
O 0.407 -1.982 -1.004
N -0.349 0.116 -1.322
C -0.700 -0.038 -2.718
C 0.176 0.877 -3.605
C -0.797 1.751 -4.401
C -2.032 1.830 -3.508
C -2.150 0.405 -2.973
N -0.019 -1.204 1.931
C -0.671 -2.472 1.666
C -2.168 -2.280 1.373
C -2.891 -3.639 1.272
C -3.587 -3.582 -0.089
C -2.720 -2.569 -0.834
O -2.377 -1.602 0.139
C -0.021 -0.774 3.216
O -0.505 -1.435 4.115
C 0.625 0.580 3.504
C -0.139 1.718 2.917
C 0.350 2.874 2.387
C -0.662 3.742 1.918
C -1.906 3.231 2.096
S -1.873 1.682 2.847
C 2.683 0.721 0.287
H 3.479 3.407 -0.115
H 3.466 2.572 -1.696
H 4.862 3.571 -1.223
H 5.888 -0.242 0.684
H 4.754 -2.212 1.663
H 2.291 -2.299 1.757
H 0.160 0.617 0.960
H -0.639 0.977 -0.887
H -0.546 -1.094 -2.948
H 0.833 0.301 -4.253
H 0.803 1.498 -2.963
H -0.380 2.730 -4.632
H -1.057 1.261 -5.340
H -2.921 2.149 -4.048
H -1.859 2.531 -2.689
H -2.746 0.336 -2.065
H -2.600 -0.235 -3.733
H -0.181 -2.958 0.823
H -0.571 -3.082 2.568
H -2.593 -1.640 2.155
H -3.590 -3.783 2.092
H -2.161 -4.448 1.292
H -3.622 -4.547 -0.590
H -4.601 -3.195 0.014
H -3.241 -2.056 -1.642
H -1.813 -3.044 -1.230
H 1.654 0.597 3.136
H 0.646 0.675 4.594
H 1.402 3.096 2.337
H -0.467 4.700 1.471
H -2.849 3.669 1.837
H 2.081 1.533 -0.093
*
```

## Properties
Kohn-Sham gap, eV: 9.0
Max |F|, eV Å⁻¹: 0.66
E_tot, eV: -48450.445
SMILES string: COc1cccc([C@@H](C(=O)NC2CCCC2)N(C[C@@H]2CCCO2)C(=O)Cc2cccs2)c1
Highest occupied orbital energy, eV: -8.5197
M, g/mol: 456.6
LUMO, eV: 0.45

Charges in e, computed with Mulliken, in the same order as the atoms:
1 C -0.648
2 O -0.469
3 C 0.155
4 C -0.612
5 C -1.052
6 C -0.666
7 C -0.171
8 C 1.619
9 C -1.017
10 O -0.708
11 N 0.260
12 C -0.108
13 C -0.581
14 C -0.665
15 C -0.736
16 C -0.949
17 N 0.859
18 C -1.880
19 C 0.331
20 C -1.047
21 C -0.677
22 C -0.369
23 O -0.260
24 C 0.594
25 O -0.693
26 C -0.695
27 C 0.565
28 C -0.428
29 C -0.641
30 C -0.510
31 S -0.142
32 C 0.717
33 H 0.254
34 H 0.252
35 H 0.258
36 H 0.484
37 H 0.405
38 H 0.457
39 H -0.759
40 H 0.172
41 H 0.821
42 H 0.299
43 H -0.039
44 H 0.392
45 H 0.282
46 H 0.430
47 H 0.245
48 H 0.302
49 H 0.362
50 H 0.462
51 H 0.614
52 H 0.476
53 H 0.369
54 H 0.397
55 H 0.351
56 H 0.307
57 H 0.288
58 H 0.267
59 H 0.248
60 H 0.379
61 H 0.544
62 H 0.424
63 H 0.492
64 H 0.387

---

The following is a DFT calculation (ωB97M-V with the def2-TZVPD basis set) of a structure of composition C25H32N2O5 in a non-equilibrium geometry.

The geometry in ORCA input format:
```
! RIJCOSX wB97M-V def2-TZVPD def2/J DEFGRID3
* xyz 0 1
C -8.550 -1.144 0.018
C -7.192 -2.013 -0.057
H -7.246 -2.686 0.689
H -7.138 -2.497 -1.062
O -6.165 -1.414 0.128
C -5.666 -0.638 -0.664
O -6.092 -0.704 -1.693
C -4.462 0.250 -0.382
C -4.059 0.244 0.969
C -2.872 0.919 1.441
C -2.290 1.940 0.531
C -2.772 1.850 -0.917
C -3.736 0.824 -1.308
H -4.085 1.096 -2.180
H -2.152 2.346 -1.664
N -1.198 2.490 0.961
C -0.513 2.566 2.095
O -0.923 2.187 3.179
C 0.730 3.824 1.900
O 1.090 3.941 0.773
C 1.963 2.945 0.091
C 3.037 2.674 1.019
C 4.034 1.784 0.364
C 3.732 1.172 -0.766
C 2.650 1.677 -1.878
C 1.839 2.432 -1.102
O 0.614 2.646 -1.701
C 0.406 2.594 -3.061
H -0.600 2.937 -3.239
H 0.215 1.317 -3.026
H 1.216 2.813 -3.731
H 2.440 1.051 -2.736
C 4.739 0.113 -1.512
N 4.148 -1.402 -1.568
H 3.283 -1.379 -2.088
C 4.003 -1.716 -0.220
C 2.635 -1.603 0.226
C 2.473 -2.319 1.998
C 2.607 -3.801 1.557
C 3.848 -4.036 0.979
C 4.175 -3.511 -0.288
H 3.176 -3.701 -0.894
H 4.962 -3.692 -0.879
H 4.005 -5.382 0.752
H 4.670 -3.794 1.475
H 1.970 -4.276 0.895
H 2.634 -4.460 2.547
H 1.636 -2.259 2.217
H 3.275 -1.889 2.311
H 2.370 -0.468 0.603
H 1.835 -1.885 -0.323
H 4.789 -1.537 0.356
H 5.125 0.395 -2.670
H 5.715 -0.038 -0.876
H 5.044 1.321 0.972
H 3.410 3.105 2.039
H 0.236 4.636 2.218
H 1.313 3.396 2.725
H -0.660 3.104 0.075
H -2.430 0.945 2.766
H -4.469 -0.451 1.703
H -8.678 -0.655 0.984
H -8.477 -0.384 -0.912
H -9.619 -1.798 -0.156
*
```

## Properties
Kohn-Sham gap, eV: 7.5
Max |F|, eV Å⁻¹: 15.54
E_tot, eV: -39639.624
Highest occupied orbital energy, eV: -7.9994
M, g/mol: 440.5
LUMO, eV: -0.50

Charges in e, computed with Mulliken, in the same order as the atoms:
1 C -1.017
2 C -0.363
3 H 0.389
4 H 0.343
5 O -0.471
6 C 0.256
7 O -0.518
8 C 0.659
9 C -0.310
10 C -0.730
11 C 0.718
12 C -0.436
13 C -0.566
14 H 0.473
15 H 0.212
16 N -0.064
17 C 0.575
18 O -0.684
19 C -0.688
20 O -0.484
21 C 0.573
22 C -0.259
23 C -0.235
24 C 0.705
25 C -0.634
26 C 0.375
27 O -0.255
28 C -0.984
29 H 0.232
30 H 0.344
31 H 0.409
32 H 0.405
33 C -1.259
34 N -0.322
35 H 0.360
36 C -0.260
37 C -0.499
38 C -1.928
39 C -0.477
40 C -0.495
41 C -1.269
42 H 0.264
43 H 0.611
44 H 0.203
45 H 0.439
46 H 0.423
47 H 0.271
48 H 0.834
49 H 0.678
50 H -0.202
51 H 0.788
52 H 0.624
53 H 0.208
54 H 0.334
55 H 0.084
56 H 0.339
57 H 0.507
58 H 0.215
59 H 0.166
60 H 0.184
61 H 0.342
62 H 0.310
63 H 0.279
64 H 0.280